No. 1
{"formula": "C4H4Br2ClN", "method": "ωB97M-V/def2-TZVPD", "elements": ["Br", "Br", "Cl", "N", "C", "C", "C", "C", "H", "H", "H", "H"], "xyz": [[2.304, -2.092, -0.064], [-2.561, -1.701, 0.037], [0.636, 0.823, 1.719], [0.183, 1.044, -0.998], [-0.970, -0.549, 0.166], [-0.383, -0.075, -1.022], [0.792, 1.747, -0.202], [-0.730, -0.100, 1.398], [-0.598, -0.577, -1.922], [0.661, 2.834, -0.131], [2.051, -1.320, -1.242], [-1.387, -0.034, 2.262]], "mulliken_charge": [-0.212, -0.179, -0.080, -0.171, 0.325, -0.668, -0.250, -0.231, 0.539, 0.328, 0.217, 0.381], "lumo_energy_ev": 0.32, "homo_lumo_gap_ev": 8.248, "total_charge": 0}

No. 2
{"formula": "C4H4Br2N2", "method": "ωB97M-V/def2-TZVPD", "elements": ["Br", "Br", "N", "N", "C", "C", "C", "C", "H", "H", "H", "H"], "xyz": [[1.464, -3.229, 0.682], [-1.051, -0.100, -2.416], [-0.146, -1.056, 1.343], [-0.763, -0.029, 1.551], [0.020, -2.131, 0.831], [1.155, 0.759, -0.875], [-0.207, 0.526, -0.801], [-1.059, 0.911, 0.475], [-2.156, 0.851, 0.197], [1.740, 0.974, 0.025], [-0.789, 1.964, 0.720], [1.792, 0.559, -1.734]], "mulliken_charge": [-0.017, -0.142, 0.643, -0.921, 0.127, -0.680, 0.166, -0.385, 0.347, 0.266, 0.284, 0.312], "lumo_energy_ev": [-0.19, -0.19], "homo_lumo_gap_ev": [8.482, 8.482], "total_charge": 0}

No. 3
{"formula": "C4H4BrClO2", "method": "ωB97M-V/def2-TZVPD", "elements": ["Br", "Cl", "O", "O", "C", "C", "C", "C", "H", "H", "H", "H"], "xyz": [[2.669, -0.147, -0.966], [0.992, 1.924, 0.750], [1.401, -1.115, 1.934], [-0.696, -0.886, 1.149], [-1.333, -0.121, 0.058], [0.658, -0.682, 1.155], [-0.250, 0.162, -0.997], [1.026, 0.286, -0.004], [-1.945, 0.720, 0.351], [-2.046, -0.857, -0.191], [-0.169, 1.261, -1.361], [-0.307, -0.544, -1.878]], "mulliken_charge": [-0.064, -0.122, -0.459, -0.364, -0.423, 0.405, -0.604, 0.361, 0.229, 0.364, 0.339, 0.337], "lumo_energy_ev": 0.43, "homo_lumo_gap_ev": 10.907, "total_charge": 0}

No. 4
{"formula": "C4H4BrClO2S", "method": "ωB97M-V/def2-TZVPD", "elements": ["Br", "Cl", "S", "O", "O", "C", "C", "C", "C", "H", "H", "H", "H"], "xyz": [[0.860, 2.477, -2.339], [-1.601, -0.039, -2.455], [1.395, -0.475, 0.597], [0.522, 1.190, 2.613], [1.605, -1.771, 1.253], [0.277, 0.363, 1.835], [-0.655, 0.447, -0.862], [-0.125, -0.936, -0.298], [0.416, 1.373, -0.972], [0.156, -1.588, -1.247], [-1.432, 0.809, -0.158], [-0.686, -1.721, 0.288], [-0.732, -0.130, 1.745]], "mulliken_charge": [0.071, -0.231, 0.505, -0.358, -0.602, 0.167, 0.205, -0.939, -0.252, 0.401, 0.325, 0.407, 0.302], "lumo_energy_ev": [-1.89, -1.89], "homo_lumo_gap_ev": [7.247, 7.245], "total_charge": 0}

No. 5
{"formula": "C4H4BrI", "method": "ωB97M-V/def2-TZVPD", "elements": ["I", "Br", "C", "C", "C", "C", "H", "H", "H", "H"], "xyz": [[3.885, -0.676, -0.426], [-1.938, -3.288, 0.138], [1.933, -1.086, -0.659], [0.956, -0.295, 0.126], [-0.336, -0.903, -0.194], [-0.295, -2.314, 0.026], [-0.766, -0.384, -1.107], [-1.229, -0.531, 0.418], [1.166, -0.427, 1.150], [1.042, 0.766, -0.116]], "mulliken_charge": [0.123, -0.116, -0.299, -0.562, -0.384, -0.187, 0.326, 0.361, 0.325, 0.413], "lumo_energy_ev": [-0.93, -0.91], "homo_lumo_gap_ev": [7.172, 7.160], "total_charge": 0}

No. 6
{"formula": "C4H4BrNO", "method": "ωB97M-V/def2-TZVPD", "elements": ["Br", "O", "N", "C", "C", "C", "C", "H", "H", "H", "H"], "xyz": [[-4.345, -0.453, 0.077], [-0.330, 1.226, 0.247], [-1.233, 2.199, 0.116], [0.661, -0.889, -0.052], [-3.255, 0.767, -0.619], [-2.550, 1.847, -0.170], [-0.524, 0.019, 0.052], [1.612, -0.303, -0.062], [-2.919, 2.857, -0.161], [0.578, -1.566, 0.890], [0.695, -1.376, -0.910]], "mulliken_charge": [0.093, 0.041, -0.374, -0.917, -0.204, 0.164, -0.016, 0.271, 0.368, 0.234, 0.341], "lumo_energy_ev": [-1.09, -1.09], "homo_lumo_gap_ev": [7.240, 7.240], "total_charge": 0}

No. 7
{"formula": "C4H4BrNO2S", "method": "ωB97M-V/def2-TZVPD", "elements": ["Br", "S", "O", "O", "N", "C", "C", "C", "C", "H", "H", "H", "H"], "xyz": [[-2.431, 1.052, 0.093], [1.094, 1.681, -0.449], [-0.305, -2.145, -0.630], [-2.127, -1.736, 0.485], [-1.189, -1.390, -0.225], [1.111, -0.082, 1.758], [1.539, 0.928, 1.127], [-1.112, -0.062, -0.600], [0.035, 0.445, -1.338], [-0.258, 1.052, -2.200], [0.658, -0.951, 2.151], [2.321, 1.596, 1.479], [0.666, -0.388, -1.653]], "mulliken_charge": [0.029, -0.030, -0.584, -0.583, 0.989, -0.319, -0.317, -0.130, -0.492, 0.356, 0.450, 0.268, 0.363], "lumo_energy_ev": [-0.62, -2.42], "homo_lumo_gap_ev": [8.503, 6.210], "total_charge": 0}

No. 8
{"formula": "C4H4Cl12", "method": "ωB97M-V/def2-TZVPD", "elements": ["Cl", "Cl", "Cl", "Cl", "Cl", "Cl", "Cl", "Cl", "Cl", "Cl", "Cl", "Cl", "C", "C", "C", "C", "H", "H", "H", "H"], "xyz": [[-2.821, -1.019, 0.074], [0.352, 0.715, 2.246], [2.567, 2.214, 4.733], [2.140, 1.372, 0.070], [0.514, -1.610, -2.025], [-1.774, -3.145, -2.918], [-0.728, 1.542, -0.314], [-3.661, -0.171, -2.563], [-0.719, -1.009, -4.571], [-5.593, -0.284, -0.400], [3.703, -0.240, 3.655], [5.346, 2.147, 3.894], [3.725, 1.526, 3.592], [-3.922, 0.010, -0.826], [0.566, 0.687, 0.500], [-0.342, -2.273, -3.419], [3.422, 1.810, 2.593], [-3.661, 1.032, -0.586], [0.550, -0.341, 0.164], [0.334, -2.965, -3.901]], "mulliken_charge": [-0.100, -0.108, -0.118, -0.147, -0.090, -0.090, -0.091, -0.095, -0.111, -0.131, -0.107, -0.135, 0.329, 0.106, 0.356, -0.054, 0.020, 0.217, 0.000, 0.349], "lumo_energy_ev": 0.39, "homo_lumo_gap_ev": 11.452, "total_charge": 0}

No. 9
{"formula": "C4H4Cl2", "method": "ωB97M-V/def2-TZVPD", "elements": ["Cl", "Cl", "C", "C", "C", "C", "H", "H", "H", "H"], "xyz": [[2.543, 0.054, -0.007], [-1.764, -1.114, -0.072], [-0.303, -0.022, 0.014], [-1.773, 1.746, 0.115], [-0.463, 1.280, -0.070], [0.904, -0.699, 0.102], [-2.845, 1.260, 0.635], [0.903, -1.825, 0.475], [0.446, 1.907, -0.579], [-1.935, 2.840, -0.150]], "mulliken_charge": [-0.174, -0.220, 0.560, -0.641, -0.044, -0.380, 0.188, 0.292, 0.185, 0.235], "lumo_energy_ev": -0.20, "homo_lumo_gap_ev": 8.490, "total_charge": 0}

No. 10
{"formula": "C4H4Cl2FN", "method": "ωB97M-V/def2-TZVPD", "elements": ["Cl", "Cl", "F", "N", "C", "C", "C", "C", "H", "H", "H", "H"], "xyz": [[3.474, -0.803, 0.191], [1.980, 1.691, -0.086], [0.747, -2.050, -0.017], [-1.670, -0.660, 0.133], [-0.506, -0.089, -0.457], [-1.268, 0.704, 0.606], [1.982, -0.048, -0.079], [0.808, -0.725, -0.218], [-2.335, -0.614, -0.546], [-1.760, 1.579, 0.294], [-0.624, 0.322, -1.446], [-0.828, 0.694, 1.625]], "mulliken_charge": [-0.156, -0.162, -0.263, -0.569, -0.050, -0.393, 0.378, -0.081, 0.243, 0.328, 0.470, 0.255], "lumo_energy_ev": 0.68, "homo_lumo_gap_ev": 9.837, "total_charge": 0}

No. 11
{"formula": "C4H4Cl2FN2", "method": "ωB97M-V/def2-TZVPD", "elements": ["Cl", "Cl", "F", "N", "N", "C", "C", "C", "C", "H", "H", "H", "H"], "xyz": [[0.515, -1.276, 2.961], [1.208, 2.441, -2.243], [-1.874, 0.732, 0.607], [0.069, -1.290, 0.427], [0.528, 0.012, -1.576], [-1.291, 0.226, 1.699], [0.801, 1.228, -1.190], [-0.270, -0.650, 1.557], [0.306, -1.153, -0.787], [0.383, -2.052, -1.390], [0.771, 1.445, -0.122], [0.588, -0.194, -2.575], [-1.734, 0.530, 2.632]], "mulliken_charge": [-0.126, 0.006, -0.222, -0.237, -0.059, -0.071, 0.206, 0.135, -0.022, 0.379, 0.325, 0.290, 0.397], "lumo_energy_ev": [-6.26, -6.26], "homo_lumo_gap_ev": [6.670, 6.672], "total_charge": 1}

No. 12
{"formula": "C4H4Cl2N2O2S", "method": "ωB97M-V/def2-TZVPD", "elements": ["Cl", "Cl", "S", "O", "O", "N", "N", "C", "C", "C", "C", "H", "H", "H", "H"], "xyz": [[2.839, 1.552, -0.729], [2.610, -1.331, -1.393], [-0.500, 1.626, -0.276], [2.243, -1.509, 1.519], [2.401, 0.611, 1.801], [2.332, -0.382, 1.123], [-0.490, -0.917, -0.456], [-1.880, -0.661, -0.202], [0.220, 0.069, -0.279], [-2.142, 0.881, -0.186], [2.289, -0.053, -0.317], [-1.965, -1.243, 0.677], [-2.821, 1.384, -1.049], [-2.418, -1.064, -1.058], [-2.716, 1.036, 0.825]], "mulliken_charge": [-0.084, -0.095, -0.132, -0.526, -0.521, 0.893, -0.412, -0.596, 0.258, -0.300, 0.334, 0.381, 0.312, 0.240, 0.248], "lumo_energy_ev": -0.60, "homo_lumo_gap_ev": 8.622, "total_charge": 0}

Energy relative to the best compared isomer or geometry (same formula, charge and spin) / eV: 3.7739, 2.3340, 0.0253, 3.8306, 6.1644, 8.5290, 5.1596, 0.1198, 2.3727, 1.5419, 0.4548, 4.2650
Calculated total energy / eV: -158306.1235, -147273.2621, -90871.8927, -101701.9682, -82348.5091, -77783.9029, -90668.0424, -154481.6728, -29254.2860, -33463.0854, -34945.8231, -47162.0363